Record 1
The following is a quantum chemistry calculation of one molecule with the formula C19H21ClN2O2, from OMol25.

Summary:
Total energy: -39641.508 eV
SMILES: O=C(COc1ccc(Cl)cc1)N1CCN(Cc2ccccc2)CC1
ΔE to the lowest compared entry with this formula, charge and spin: 161.1 kJ/mol

XYZ file:
```
45
Properties=species:S:1:pos:R:3:forces:R:3:mulliken_charge:R:1
Cl 5.262 -1.823 -0.629 0.162 -0.161 -0.078 -0.2274
O 1.304 2.005 1.377 0.066 -0.045 0.127 -0.4460
O 0.023 2.956 -1.717 0.143 0.280 -0.155 -0.6974
N -1.037 1.537 -0.329 -0.184 -0.181 -0.076 -0.0807
N -3.804 0.953 0.191 -0.178 0.016 0.037 0.2887
C -3.341 1.373 -1.114 0.216 -0.016 -0.095 -0.9334
C 2.646 1.186 -0.495 -0.218 0.223 0.139 -0.2506
C 0.728 3.006 0.564 0.069 0.213 -0.144 -0.7955
C -3.422 -1.547 0.150 -0.107 -0.102 0.020 1.0691
C -4.370 -0.379 0.308 -0.013 0.117 0.011 -1.7044
C 3.584 0.269 -0.938 0.130 -0.208 0.143 -0.8857
C 2.735 0.190 1.694 -0.151 0.191 -0.077 -0.4813
C -1.422 1.032 0.969 -0.272 0.032 0.462 -0.0921
C 3.668 -0.723 1.252 -0.008 0.042 -0.099 -0.5842
C -3.187 -2.106 -1.101 -0.065 -0.046 0.119 -0.4070
C -2.287 -3.147 -1.252 0.024 -0.020 -0.103 -0.5039
C -0.136 2.495 -0.598 0.255 0.061 0.182 0.9533
C -1.854 -3.113 1.102 0.059 -0.016 0.089 -0.5346
C -2.755 -2.073 1.251 -0.107 -0.050 -0.083 -0.3551
C -1.873 1.019 -1.395 -0.177 0.047 -0.390 -0.6745
C -2.900 1.388 1.228 0.243 -0.069 0.030 -1.2538
C 4.092 -0.679 -0.068 -0.134 0.165 -0.038 0.3437
C 2.216 1.153 0.827 0.206 -0.243 -0.008 0.6571
C -1.613 -3.648 -0.152 0.068 -0.051 -0.012 -0.5711
H -2.947 -1.667 2.235 -0.031 0.056 0.104 0.3687
H -3.217 0.966 2.183 -0.021 0.023 0.056 0.3426
H 4.068 -1.465 1.925 0.047 -0.071 0.047 0.4099
H -3.981 0.936 -1.881 -0.039 0.025 -0.043 0.3848
H -4.844 -0.431 1.293 -0.034 -0.063 -0.075 0.4662
H -1.739 -0.066 -1.446 0.023 0.132 -0.021 0.2463
H -0.800 1.453 1.754 -0.025 -0.062 -0.058 0.7171
H -1.291 -0.056 0.966 0.069 0.167 0.068 -0.1797
H 2.392 0.179 2.716 -0.037 -0.003 0.129 0.4242
H 0.111 3.607 1.240 0.083 -0.055 -0.096 0.4004
H -2.114 -3.568 -2.231 0.019 -0.041 -0.078 0.4061
H -1.342 -3.508 1.967 0.045 -0.040 0.067 0.4174
H -1.545 1.474 -2.330 -0.038 -0.105 0.088 0.4981
H -5.158 -0.450 -0.448 -0.009 -0.059 0.082 0.4751
H -0.909 -4.458 -0.269 0.056 -0.070 -0.010 0.4020
H -2.981 2.481 1.291 0.086 -0.010 0.104 0.3949
H -3.444 2.464 -1.160 0.036 -0.026 -0.122 0.3737
H 1.499 3.655 0.131 -0.161 -0.125 0.008 0.3789
H 3.917 0.296 -1.963 0.041 -0.018 -0.084 0.4063
H -3.716 -1.725 -1.963 -0.066 0.054 -0.090 0.3901
H 2.260 1.910 -1.193 -0.071 0.116 -0.076 0.4436
```
Positions in Å, forces in eV/Å.


Record 2
The following is a quantum chemistry calculation of one molecule with the formula C19H21ClN2O5 at a distorted geometry, from OMol25.

Summary:
Total energy: -45782.580 eV
SMILES: COC(=O)COc1coc(CN2CCN(c3cccc(Cl)c3)CC2)cc1=O
ΔE to the lowest compared entry with this formula, charge and spin: 149.7 kJ/mol

XYZ file:
```
48
Properties=species:S:1:pos:R:3:forces:R:3:mulliken_charge:R:1
Cl -5.765 4.857 2.939 -0.123 0.071 0.118 -0.2300
O 2.651 -4.337 -2.020 -0.146 0.046 0.187 -0.5111
O 4.004 -2.063 -0.754 -0.018 -0.057 0.210 -0.7463
O 2.676 -1.880 -3.280 0.017 0.047 -0.132 -0.6082
O 4.896 -2.042 -3.592 0.272 -0.276 0.010 -0.3326
O 0.211 -3.111 0.293 -0.213 0.161 0.195 -0.3385
N -1.660 2.060 1.860 0.354 -0.074 0.177 0.0665
N -1.181 -0.716 1.161 0.027 -0.181 -0.010 -0.0163
C 4.943 -0.685 -4.015 -0.174 0.286 -0.103 -0.6382
C -4.593 4.263 1.809 0.121 -0.108 -0.175 0.1510
C 2.063 -1.679 0.517 -0.343 -0.224 0.060 -0.2024
C -0.060 -1.337 1.848 -0.073 -0.083 -0.224 -0.5369
C -1.975 1.000 2.797 -0.206 -0.364 -0.027 -0.6978
C 3.816 -3.929 -2.704 0.336 0.241 -0.217 -0.2655
C 3.708 -2.492 -3.203 -0.190 -0.392 -0.126 0.6274
C -2.657 2.886 1.377 -0.267 0.389 -0.142 1.1171
C -3.622 3.393 2.258 -0.062 -0.073 0.014 -0.4893
C 0.869 -3.790 -0.658 0.830 -0.244 -0.576 -0.3661
C -0.533 1.678 1.032 0.011 -0.192 -0.286 -1.2279
C -2.265 -0.306 2.032 -0.064 0.159 0.237 -1.0728
C 2.856 -2.385 -0.467 -0.098 -0.142 0.054 0.6253
C -3.686 4.198 -0.379 -0.137 0.089 0.087 -0.7079
C -2.711 3.317 0.045 0.183 -0.173 0.025 -0.6391
C -0.814 0.373 0.270 0.084 0.285 -0.027 -0.5666
C -4.648 4.680 0.490 -0.030 0.054 -0.023 -0.5912
C 0.809 -2.055 0.850 0.492 0.458 0.294 0.0889
C 2.128 -3.510 -1.076 -0.533 0.009 0.333 0.1998
H 3.894 -4.605 -3.562 0.021 0.121 0.074 0.3624
H 4.165 -0.490 -4.756 0.110 0.011 0.053 0.2909
H -1.999 2.956 -0.680 0.078 -0.066 -0.038 0.2530
H -1.120 0.863 3.468 -0.073 0.014 0.050 0.3124
H 2.524 -0.827 0.989 -0.040 0.099 0.093 0.4299
H 4.713 -4.023 -2.085 -0.186 0.014 -0.141 0.2835
H -5.415 5.360 0.158 -0.085 0.066 -0.004 0.4251
H -0.473 -2.075 2.541 0.085 0.059 0.046 0.4909
H -0.279 2.486 0.348 0.059 0.000 0.036 0.5535
H -2.843 1.260 3.398 0.073 0.005 0.056 0.3823
H -3.144 -0.147 1.399 -0.050 0.001 0.092 0.4160
H 0.299 -4.611 -1.064 -0.041 0.011 0.005 0.4414
H -1.656 0.524 -0.411 0.074 0.045 -0.060 0.4504
H 5.931 -0.534 -4.442 -0.045 -0.013 0.030 0.2341
H 0.323 1.533 1.702 0.012 0.054 -0.067 0.3763
H 4.792 -0.028 -3.156 0.012 -0.034 -0.054 0.2667
H -3.606 3.130 3.303 0.012 0.005 0.086 0.4859
H 0.568 -0.634 2.417 0.024 -0.137 -0.022 0.2692
H -2.487 -1.113 2.732 -0.048 -0.028 -0.004 0.4812
H -3.704 4.506 -1.414 0.002 0.022 -0.088 0.3746
H 0.058 0.078 -0.316 -0.047 0.039 -0.078 0.3292
```
Positions in Å, forces in eV/Å.


Record 3
The following is a quantum chemistry calculation of one molecule with the formula C19H21ClN2O5S at a distorted geometry, from OMol25.

Summary:
Total energy: -56619.066 eV
SMILES: COc1ccc(S(=O)(=O)N2CCOCC2)cc1NC(=O)Cc1ccccc1Cl
ΔE to the lowest compared entry with this formula, charge and spin: 64.8 kJ/mol

XYZ file:
```
49
Properties=species:S:1:pos:R:3:forces:R:3:mulliken_charge:R:1
Cl 2.223 2.914 -0.525 0.075 0.129 0.031 -0.1897
S -0.648 -2.152 3.002 0.037 -0.028 -0.340 1.4008
O -2.644 1.644 -1.081 0.435 -0.341 0.177 -0.4155
O -1.738 -2.933 3.520 0.025 0.022 -0.292 -0.7277
O 1.953 -4.558 0.332 0.127 -0.202 -0.002 -0.4273
O 1.697 -0.547 -1.096 0.184 -0.213 0.105 -0.5999
O 0.170 -1.418 3.922 0.234 0.016 -0.167 -0.7410
N -0.187 0.724 -1.270 -0.392 0.265 -0.141 0.1271
N 0.347 -3.075 2.055 -0.556 0.517 0.693 0.0591
C 2.491 -3.453 1.030 -0.029 0.167 0.298 -0.1566
C -2.276 0.763 -0.101 0.120 -0.073 0.031 0.9530
C -0.480 -0.602 0.764 0.116 0.166 -0.179 0.0723
C -0.953 0.276 -0.197 -0.164 -0.127 0.235 -0.5859
C 1.067 0.337 -1.630 -0.075 0.129 -0.380 0.3996
C 1.087 2.504 -2.947 0.132 0.042 -0.011 -0.2138
C -2.610 -0.565 1.877 0.022 -0.128 0.152 -0.9532
C 0.352 2.933 -4.045 0.027 0.027 0.071 -0.2830
C 1.334 3.422 -1.925 -0.103 0.082 -0.168 1.0460
C -3.930 2.216 -1.022 -0.237 0.136 -0.040 -0.9793
C -1.314 -1.018 1.783 -0.002 -0.363 0.337 -0.2984
C -0.117 4.232 -4.130 -0.054 0.063 -0.040 -0.7685
C -3.091 0.336 0.935 0.016 0.139 -0.138 -0.5555
C 1.749 -3.241 2.355 0.546 0.089 0.030 -0.6402
C 0.144 5.129 -3.108 -0.007 -0.027 -0.035 -0.3883
C 1.597 1.098 -2.845 0.158 -0.082 0.090 -1.0923
C 0.591 -4.362 0.039 -0.371 0.050 0.111 -0.4101
C -0.226 -4.177 1.324 -0.140 -0.315 -0.479 -0.6210
C 0.871 4.724 -2.002 0.061 -0.048 0.087 -0.6678
H 1.320 0.529 -3.736 0.020 0.016 0.018 0.4064
H -0.216 6.144 -3.169 -0.030 0.096 0.006 0.4001
H -4.075 2.777 -0.095 0.016 -0.035 -0.020 0.3875
H 1.907 -4.114 3.006 0.005 0.099 -0.037 0.3694
H 0.264 -5.250 -0.504 -0.061 0.093 0.025 0.3736
H -0.194 -5.100 1.921 -0.059 0.091 -0.046 0.3108
H 0.531 -0.965 0.715 0.035 0.014 -0.129 0.6061
H -1.264 -3.933 1.103 -0.032 -0.180 -0.141 0.4021
H 0.149 2.236 -4.846 -0.005 -0.095 -0.063 0.3584
H -0.683 4.544 -4.994 -0.050 0.031 -0.078 0.3995
H 2.086 -2.343 2.869 0.192 -0.086 -0.016 0.3629
H -4.711 1.455 -1.117 0.040 0.018 0.017 0.3620
H 3.541 -3.690 1.209 -0.051 0.090 0.035 0.3879
H -3.236 -0.920 2.679 -0.159 -0.017 0.067 0.4787
H 2.687 1.090 -2.771 -0.093 -0.093 0.035 0.3682
H 0.471 -3.472 -0.596 -0.027 -0.067 0.016 0.1798
H 1.080 5.412 -1.198 0.030 0.049 0.100 0.4495
H -0.637 1.445 -1.820 0.155 -0.094 0.054 0.3315
H -4.104 0.694 1.021 -0.087 0.045 -0.026 0.4276
H 2.415 -2.550 0.409 0.032 -0.033 0.067 0.0370
H -3.984 2.897 -1.870 -0.055 -0.037 0.080 0.2584
```
Positions in Å, forces in eV/Å.